C5H9NO2 | the ωB97M-V functional and the def2-TZVPD basis

Each atom is followed by the atoms it is bonded to, with distances in Å.
CARTESIAN COORDINATES (ANGSTROEM)
1 C -0.126 -0.197 0.808  C2 1.736, C3 1.439, C5 1.665, N15 1.475
2 C -1.477 -1.286 0.865  C1 1.736, C3 1.471, H8 1.154, H9 1.152
3 C -0.881 -0.661 -0.325  C1 1.439, C2 1.471, H10 1.224, O16 1.342
4 C 0.627 0.392 -1.524  C5 1.679, H11 1.170, H12 1.154, O16 1.519
5 C 0.405 1.137 -0.035  C1 1.665, C4 1.679, H13 1.083, O17 1.341
6 H 1.652 -1.217 0.235  N15 1.074
7 H 1.436 -0.764 1.762  N15 0.996
8 H -2.555 -0.931 1.078  C2 1.154
9 H -0.828 -2.144 1.276  C2 1.152
10 H -1.789 0.111 -0.606  C3 1.224
11 H -0.098 0.987 -2.224  C4 1.170
12 H 1.697 0.322 -1.950  C4 1.154
13 H 1.439 1.231 0.268  C5 1.083
14 H -0.052 2.931 0.723  O17 1.069
15 N 0.928 -1.205 1.028  C1 1.475, H6 1.074, H7 0.996
16 O -0.040 -0.958 -1.328  C3 1.342, C4 1.519
17 O -0.339 2.253 -0.052  C5 1.341, H14 1.069

Summary:
Electronic energy ... -400.91923 a.u.
Energy relative to the best compared isomer or geometry (same formula, charge and spin) ... 676.13 kJ/mol
Strongest force on any atom ... 4.851 eV Å⁻¹
HOMO level ... -0.3167 Ha
SMILES string ... N[C@]12C[C@@H]1OC[C@H]2O
Charge ... 0

Charge distribution, natural (NBO) scheme, values in e: -0.04, -0.34, 0.04, -0.15, 0.12, 0.35, 0.35, 0.24, 0.28, 0.15, 0.20, 0.21, 0.16, 0.49, -0.85, -0.52, -0.70